147
Properties=species:S:1:pos:R:3:lowdin_charge:R:1 method="wB97M-V/def2-TZVPD" total_energy_ev=-1156204.1385 charge=0
C 7.424 1.398 -0.667 0.009
N 7.583 2.837 -1.027 -0.438
O 7.043 3.668 -0.333 -0.054
O 8.221 3.059 -2.031 0.069
H 6.826 0.920 -1.436 0.051
H 6.945 1.400 0.308 0.047
H 8.422 0.987 -0.566 0.059
C -1.165 -4.435 -3.136 0.054
N -1.488 -3.805 -4.434 -0.450
O -2.548 -3.246 -4.606 0.055
O -0.590 -3.771 -5.266 0.048
H -1.744 -5.348 -3.001 0.108
H -1.523 -3.621 -2.508 0.070
H -0.131 -4.754 -3.099 0.096
C 4.696 2.606 5.939 0.009
N 4.628 1.246 6.513 -0.458
O 5.395 1.009 7.416 0.070
O 3.728 0.523 6.167 0.058
H 5.687 2.779 5.525 0.074
H 4.555 3.289 6.772 0.105
H 3.962 2.738 5.153 0.066
C 5.043 -4.338 -3.624 0.059
N 6.424 -4.732 -4.081 -0.448
O 6.513 -5.672 -4.821 0.089
O 7.354 -4.070 -3.682 0.023
H 5.238 -4.225 -2.557 0.088
H 4.372 -5.171 -3.799 0.094
H 4.648 -3.415 -4.035 0.076
C 1.836 4.061 -2.070 -0.099
N 0.614 4.677 -1.546 -0.437
O -0.355 4.671 -2.283 -0.180
O 0.631 5.148 -0.436 0.081
H 1.755 3.980 -3.149 -0.062
H 1.842 3.006 -1.774 0.053
H 2.720 4.527 -1.655 0.029
O -1.155 3.082 2.416 -0.293
P -2.580 3.382 2.076 0.568
N -3.626 2.251 2.732 -0.314
C -3.327 1.661 4.036 -0.110
C -4.948 1.921 2.170 -0.095
N -2.916 3.463 0.400 -0.282
C -2.082 2.655 -0.478 -0.103
C -4.209 3.920 -0.094 -0.119
N -3.085 4.899 2.624 -0.320
C -4.332 5.103 3.335 -0.106
C -2.342 6.050 2.210 -0.119
H -2.429 2.149 4.407 0.075
H -3.154 0.579 4.028 0.079
H -4.210 1.776 4.672 0.077
H -5.551 2.820 2.031 0.068
H -5.486 1.201 2.779 0.080
H -4.745 1.501 1.183 0.067
H -2.151 1.595 -0.207 0.067
H -2.373 2.742 -1.526 0.085
H -1.030 2.936 -0.441 0.061
H -3.957 4.650 -0.874 0.088
H -4.807 3.112 -0.516 0.079
H -4.738 4.569 0.603 0.065
H -4.677 4.134 3.687 0.061
H -4.172 5.831 4.133 0.084
H -5.058 5.536 2.629 0.076
H -1.295 5.781 2.048 0.073
H -2.322 6.867 2.932 0.085
H -2.630 6.365 1.195 0.083
O -5.284 -4.519 0.483 -0.293
P -6.094 -3.685 -0.437 0.544
N -7.088 -2.583 0.316 -0.312
C -6.502 -1.386 0.886 -0.126
C -8.420 -2.818 0.828 -0.108
N -7.012 -4.647 -1.488 -0.301
C -7.856 -4.143 -2.592 -0.093
C -7.360 -5.980 -1.003 -0.133
N -5.137 -2.724 -1.462 -0.280
C -3.760 -2.437 -1.063 -0.135
C -5.752 -1.679 -2.286 -0.115
H -6.524 -1.378 1.980 0.087
H -7.121 -0.533 0.579 0.085
H -5.498 -1.184 0.521 0.058
H -8.939 -3.652 0.362 0.076
H -9.056 -1.933 0.712 0.082
H -8.430 -2.964 1.915 0.085
H -7.338 -4.375 -3.519 0.086
H -8.891 -4.479 -2.552 0.081
H -7.909 -3.076 -2.377 0.054
H -7.133 -6.663 -1.839 0.081
H -6.651 -6.414 -0.302 0.072
H -8.425 -6.110 -0.808 0.075
H -3.328 -3.432 -0.926 0.070
H -3.180 -2.050 -1.904 0.064
H -3.572 -1.819 -0.182 0.070
H -6.116 -2.148 -3.204 0.069
H -4.968 -1.039 -2.691 0.082
H -6.540 -1.079 -1.830 0.073
O 2.167 1.237 -1.157 -0.311
P 2.152 0.245 -0.048 0.601
N 3.111 -1.127 -0.264 -0.286
C 4.072 -1.227 -1.357 -0.131
C 2.784 -2.361 0.430 -0.137
N 0.579 -0.324 0.158 -0.286
C -0.224 -0.230 1.368 -0.110
C -0.076 -1.037 -0.949 -0.124
N 2.642 0.931 1.446 -0.276
C 2.796 0.073 2.623 -0.143
C 2.274 2.308 1.776 -0.112
H 3.612 -1.464 -2.324 0.076
H 4.836 -1.947 -1.079 0.006
H 4.527 -0.261 -1.565 0.001
H 2.390 -3.119 -0.258 0.086
H 2.024 -2.267 1.202 0.024
H 3.688 -2.754 0.901 0.061
H -1.294 -0.346 1.182 0.078
H 0.142 -0.877 2.165 0.038
H -0.255 0.813 1.716 0.063
H -0.722 -0.302 -1.426 0.044
H 0.721 -1.325 -1.644 0.062
H -0.532 -1.995 -0.693 0.075
H 3.058 0.643 3.510 0.072
H 1.827 -0.403 2.816 0.040
H 3.458 -0.764 2.403 0.028
H 1.815 2.758 0.900 0.068
H 3.139 2.788 2.238 0.000
H 1.515 2.290 2.571 0.077
C 1.369 -3.991 4.632 -1.516
Br 1.936 -5.787 5.200 0.545
Br 0.233 -3.992 3.078 0.592
Br 3.022 -2.939 4.234 0.580
H 0.835 -3.507 5.438 -0.023
C 0.919 1.582 -4.538 -1.482
Br 1.705 1.546 -6.327 0.521
Br -0.444 0.218 -4.389 0.603
Br 0.230 3.363 -4.096 0.883
H 1.649 1.377 -3.763 -0.068
C 5.299 4.927 1.983 -1.502
Br 4.444 5.226 0.286 0.700
Br 5.789 3.066 2.373 0.648
Br 4.458 5.736 3.599 0.555
H 6.262 5.400 1.855 -0.041
C 8.564 -3.028 -0.652 -1.484
Br 7.012 -2.606 0.500 0.573
Br 10.113 -3.136 0.538 0.541
Br 9.009 -1.541 -1.856 0.559
H 8.427 -3.910 -1.265 -0.028
C 5.565 0.643 -5.241 -1.487
Br 4.340 -0.676 -6.068 0.497
Br 7.256 -0.316 -4.991 0.550
Br 4.734 1.452 -3.672 0.652
H 5.756 1.411 -5.977 -0.025

39
Properties=species:S:1:pos:R:3:lowdin_charge:R:1 method="wB97M-V/def2-TZVPD" charge=0 smiles=CC(C)O.CC(C)O.CC(C)O.O de_lowest_kcal_mol=14.3
C -5.801 2.180 27.081 -0.075
C -4.730 2.769 26.130 -0.463
C -3.491 1.888 26.127 -0.054
O -5.372 2.741 24.858 -0.082
H -6.055 1.155 26.807 0.065
H -6.661 2.816 27.270 0.072
H -5.406 1.961 28.091 0.074
H -4.493 3.813 26.337 0.133
H -3.220 1.539 27.124 0.076
H -2.665 2.427 25.666 0.079
H -3.749 0.975 25.584 0.079
H -5.306 1.841 24.510 0.030
C -10.417 -0.806 24.780 -0.067
C -9.681 0.538 24.694 -0.435
C -8.771 0.775 25.912 -0.048
O -8.922 0.434 23.447 -0.086
H -9.815 -1.687 24.982 0.081
H -11.070 -0.911 23.911 0.075
H -11.186 -0.790 25.571 0.079
H -10.383 1.370 24.623 0.136
H -8.135 1.653 25.848 0.058
H -8.062 -0.038 26.065 0.082
H -9.571 0.873 26.648 0.089
H -9.519 0.737 22.756 0.093
C -6.490 -2.520 19.202 -0.061
C -7.593 -2.160 20.155 -0.499
C -8.040 -3.278 21.101 -0.060
O -7.224 -0.996 20.901 -0.052
H -6.277 -1.710 18.509 0.080
H -6.737 -3.403 18.607 0.081
H -5.613 -2.801 19.792 0.086
H -8.497 -1.966 19.554 0.131
H -7.252 -3.748 21.705 0.085
H -8.540 -4.112 20.606 0.080
H -8.703 -2.907 21.892 0.072
H -7.674 -1.147 21.742 0.047
O -5.894 0.154 23.653 -0.052
H -6.847 0.090 23.807 0.013
H -5.815 0.400 22.721 0.055

66
Properties=species:S:1:pos:R:3:lowdin_spin:R:1 method="wB97M-V/def2-TZVPD" total_energy_ev=-125944.7540 s2=3.789 spin_multiplicity=4 charge=+2
Re -0.236 1.021 0.907 2.301
O 4.922 0.068 -0.141 0.000
C 4.651 1.240 -0.874 0.001
C 5.701 1.878 -1.503 0.000
C 5.461 2.955 -2.325 0.000
C 4.167 3.388 -2.465 0.000
C 3.074 2.811 -1.804 0.001
C 3.333 1.687 -1.038 0.000
C 2.293 0.955 -0.296 0.021
O 1.187 1.886 0.040 0.192
N 1.740 -0.114 -1.085 0.004
N 0.336 -0.370 -0.680 -0.014
C -0.172 -1.366 -1.346 0.035
C -1.516 -1.895 -1.311 0.002
Br -3.113 -0.864 -1.063 0.005
C -1.742 -3.198 -1.594 0.018
C -0.717 -4.197 -1.769 0.003
C -0.880 -5.164 -2.774 0.003
C 0.051 -6.171 -2.947 0.000
C 1.142 -6.296 -2.058 0.005
C 1.309 -5.350 -1.062 0.000
C 0.422 -4.274 -0.954 0.005
H 5.624 0.198 0.523 0.000
H 6.702 1.505 -1.368 0.000
H 6.289 3.431 -2.862 0.000
H 4.018 4.266 -3.094 0.000
H 2.090 3.272 -1.923 0.001
H 2.677 0.509 0.658 0.001
H 1.715 0.194 -2.036 0.000
H 0.513 -1.951 -1.953 0.000
H -2.745 -3.571 -1.741 0.001
H -1.723 -5.121 -3.476 0.000
H -0.065 -6.957 -3.694 0.000
H 1.792 -7.145 -2.215 0.000
H 2.166 -5.453 -0.403 0.000
H 0.553 -3.628 -0.106 0.000
N -1.389 2.250 -0.538 0.024
C -2.433 3.254 -0.184 0.002
C -1.824 4.160 0.868 0.001
C -1.508 3.619 2.230 0.006
N -0.349 2.682 2.284 0.008
H -0.635 2.735 -1.033 0.004
H -1.798 1.633 -1.225 0.007
H -3.329 2.742 0.172 0.000
H -2.643 3.820 -1.097 -0.001
H -2.496 4.990 1.047 0.000
H -0.909 4.607 0.418 0.000
H -2.337 3.097 2.698 0.000
H -1.297 4.447 2.921 0.000
H -0.241 2.345 3.262 0.004
H 0.520 3.217 2.156 0.005
O 1.018 1.408 4.398 0.124
S 1.495 0.257 3.626 0.105
N 0.853 0.114 2.264 0.049
N -6.479 0.910 2.652 -0.003
C -5.483 0.362 2.561 0.000
C -4.240 -0.280 2.390 0.000
C -4.106 -1.658 2.614 0.017
C -2.848 -2.185 2.391 -0.001
C -1.810 -1.377 1.999 0.019
N -1.949 -0.064 1.773 0.023
C -3.146 0.475 1.990 0.021
H -4.922 -2.288 2.950 0.001
H -2.659 -3.234 2.542 0.000
H -0.806 -1.774 1.882 0.002
H -3.271 1.556 1.819 0.002

45
Properties=species:S:1:pos:R:3:lowdin_charge:R:1 method="wB97M-V/def2-TZVPD" charge=0 smiles="CCC[C@H](N)C=O.O.O.O.O.O.O.O.O.O" de_lowest_kcal_mol=12.9
C 1.477 0.685 1.500 -0.093
C 1.472 1.824 0.487 -0.236
C 0.272 1.772 -0.460 -0.162
C 0.245 0.596 -1.424 -0.346
N 1.399 0.615 -2.346 0.060
C -1.031 0.579 -2.247 -0.208
O -1.836 1.484 -2.261 0.031
H 2.292 0.780 2.221 0.082
H 0.544 0.679 2.067 0.060
H 1.540 -0.299 1.035 0.055
H 2.385 1.811 -0.113 0.089
H 1.450 2.780 1.013 0.109
H -0.634 1.742 0.150 0.103
H 0.196 2.705 -1.028 0.122
H 0.323 -0.330 -0.858 0.112
H 1.274 -0.089 -3.072 0.072
H 1.471 1.517 -2.806 0.104
H -1.126 -0.271 -2.938 0.120
O -2.205 -0.841 -0.461 -0.062
H -3.012 -1.299 -0.715 0.078
H -1.596 -1.520 -0.062 0.018
O 1.862 -2.652 -0.775 -0.081
H 2.381 -3.466 -0.703 0.087
H 2.516 -1.903 -0.778 0.016
O -0.580 -2.626 0.628 -0.070
H -0.445 -2.400 1.574 0.017
H 0.282 -2.595 0.173 0.008
O -0.101 -1.912 3.257 -0.073
H -0.580 -1.077 3.487 0.013
H -0.477 -2.561 3.861 0.058
O 3.544 -0.604 -0.921 -0.066
H 3.658 -0.139 -0.084 0.050
H 2.936 -0.013 -1.435 0.022
O -1.503 0.419 3.806 -0.079
H -1.050 1.233 4.039 0.051
H -2.037 0.627 2.998 0.008
O -2.963 0.880 1.585 -0.073
H -2.680 0.224 0.915 0.012
H -3.045 1.710 1.078 0.019
O 0.544 -2.236 -3.195 -0.069
H -0.115 -2.929 -3.298 0.047
H 0.983 -2.429 -2.343 -0.002
O -2.900 3.053 -0.221 -0.065
H -2.532 2.521 -0.956 0.007
H -2.599 3.953 -0.376 0.054

43
Properties=species:S:1:pos:R:3:lowdin_charge:R:1 method="wB97M-V/def2-TZVPD" total_energy_ev=-29111.7551 charge=0
O 4.263 1.918 0.583 0.108
C 3.587 0.986 0.605 -0.605
N 3.831 -0.198 0.248 0.125
C 4.897 -0.857 -0.382 -0.315
C 6.224 -0.412 -0.272 -0.078
C 5.485 -0.175 -1.409 -0.134
H 5.825 -0.783 -2.131 0.079
H 5.147 0.913 -1.836 0.197
H 6.981 -0.886 -0.113 0.013
H 6.295 0.602 0.485 0.203
H 4.711 -1.703 -0.418 0.047
H 2.770 -0.807 0.278 0.253
C 2.060 0.990 1.103 -0.284
N 1.117 0.298 0.710 -0.232
C 0.692 0.560 -0.810 -0.019
C -0.196 -0.570 -1.193 -0.238
H -0.428 -0.374 -2.250 0.157
H 0.462 -1.478 -1.362 0.174
C -1.225 -0.827 -0.527 -0.352
N -2.410 0.100 -0.404 0.021
C -3.749 -0.154 -0.352 -0.139
C -4.588 -1.167 0.224 -0.041
C -5.821 -0.940 0.307 -0.109
C -6.432 0.276 0.282 -0.267
C -5.644 1.514 -0.459 0.226
C -4.192 1.163 -0.415 -0.315
N -3.257 1.812 -0.730 -0.055
N -2.145 1.508 -0.818 0.196
H -6.176 2.278 -0.210 0.014
F -7.665 0.308 0.377 0.163
H -6.462 -1.758 0.458 0.121
H -4.065 -2.269 0.050 0.177
C -0.855 -1.113 1.010 -0.165
C -0.109 -0.084 1.476 -0.248
H 0.193 -0.210 2.532 0.120
H -0.678 1.150 1.527 0.211
H -0.230 -2.037 0.856 0.136
H -1.759 -1.296 1.893 0.204
H -1.779 -1.820 -0.838 0.186
H 1.493 0.859 -1.178 0.045
H 0.202 1.433 -0.527 0.081
H 1.585 2.289 1.306 0.182
H 2.040 0.961 2.323 0.160

41
Properties=species:S:1:pos:R:3:lowdin_charge:R:1 method="wB97M-V/def2-TZVPD" charge=0 smiles="CCC/C(C)=C/N.O.O.O.O.O.O.O" de_lowest_kcal_mol=22.8
C 2.180 -0.212 -1.649 -0.107
C 2.104 0.513 -0.296 -0.243
C 0.755 0.357 0.413 -0.187
C 0.548 1.296 1.575 -0.305
C 0.215 0.659 2.904 -0.045
C 0.381 2.596 1.371 -0.182
N 0.092 3.605 2.338 0.040
H 1.870 -1.252 -1.514 0.035
H 1.708 0.281 -2.496 0.069
H 3.239 -0.327 -1.910 0.069
H 2.253 1.584 -0.482 0.096
H 2.979 0.200 0.273 0.106
H -0.019 0.396 -0.357 0.087
H 0.699 -0.677 0.773 0.099
H -0.826 0.350 2.905 0.084
H 0.385 1.361 3.720 0.064
H 0.881 -0.153 3.163 0.072
H 0.477 2.998 0.366 0.112
H 0.732 3.499 3.114 0.071
H 0.268 4.513 1.930 0.068
O -2.234 -1.428 0.162 -0.067
H -2.119 -0.568 -0.256 -0.020
H -1.724 -2.015 -0.403 0.009
O 2.363 -3.278 0.989 -0.045
H 2.676 -4.050 1.465 0.061
H 2.542 -3.216 0.041 0.050
O 0.630 -3.120 -1.853 -0.062
H 0.197 -3.175 -0.983 -0.010
H 0.537 -3.961 -2.306 0.048
O -1.500 -0.330 -2.277 -0.047
H -0.718 -0.819 -2.557 0.033
H -1.466 0.536 -2.689 0.020
O -0.387 -3.477 0.707 -0.075
H -1.055 -3.175 1.331 0.056
H 0.476 -3.146 1.018 0.010
O -1.449 2.927 -2.954 -0.055
H -1.475 2.912 -1.983 0.019
H -0.550 3.218 -3.146 0.039
O -2.792 1.902 -0.008 -0.041
H -3.564 1.371 -0.229 0.051
H -2.304 1.377 0.636 0.022